No. 1
# C3H3N3OS

C3H3N3OS in the gas phase (the ωB97M-V functional and the def2-TZVPD basis, OMol25).

The SMILES is [H]/N=C(\C#N)N(S)C=O. The charge is 0. The calculation puts the HOMO-LUMO gap at 10.3 eV. The calculation puts the electronic energy at -20511.0879 eV. As for the energy above the lowest of the compared OMol25 structures with the same formula, charge and spin: 2.291 eV. The lowest unoccupied orbital energy is -0.012 Eh.

Element x y z (Å)
H (-0.77892, -2.56428, 0.86709)
N (-0.05913, -1.86340, 0.88085)
C (-0.40927, -0.82182, 0.26337)
C (-1.74772, -0.57006, -0.27377)
N (-2.81950, -0.38424, -0.66205)
N (0.48452, 0.27106, 0.03022)
S (-0.04827, 1.87437, 0.31669)
C (1.83525, 0.01891, -0.29028)
O (2.28255, -1.05656, -0.59033)
H (-0.45768, 2.17356, -0.92294)
H (2.43785, 0.92711, -0.22761)

Results of the Löwdin charge analysis, in e, for atoms 1 through 8:
1 H 0.08
2 N 0.22
3 C -0.44
4 C -0.17
5 N 0.18
6 N -0.43
7 S 0.85
8 C -0.34

No. 2
# C3H3N3S

C3H3N3S in the gas phase (the ωB97M-V functional and the def2-TZVPD basis, OMol25).

The SMILES is Sc1cnnnc1. The charge is 0. The calculation puts the HOMO-LUMO gap at 9.9 eV. The calculation puts the electronic energy at -18462.8741 eV. As for the energy above the lowest of the compared OMol25 structures with the same formula, charge and spin: 2.209 eV. The lowest unoccupied orbital energy is 0.003 Eh.

Element x y z (Å)
S (-0.84591, 1.25701, 1.62127)
C (-0.17920, 0.27016, 0.33210)
C (0.91904, -0.54206, 0.49797)
N (1.44062, -1.23863, -0.51878)
N (0.80685, -1.26039, -1.67306)
N (-0.26562, -0.52940, -1.86098)
C (-0.79402, 0.23947, -0.88658)
H (0.17035, 1.01983, 2.49636)
H (1.44416, -0.62445, 1.42997)
H (-1.62783, 0.88598, -1.15780)

Results of the Löwdin charge analysis, in e, for atoms 1 through 8:
1 S 0.82
2 C -0.63
3 C -0.15
4 N 0.03
5 N -0.04
6 N 0.02
7 C -0.15
8 H -0.11

No. 3
# C3H3N3S

C3H3N3S in the gas phase (the ωB97M-V functional and the def2-TZVPD basis, OMol25).

The SMILES is S=Cn1cnnc1. The charge is 0. The calculation puts the HOMO-LUMO gap at 8.7 eV. The calculation puts the electronic energy at -18462.8490 eV. As for the energy above the lowest of the compared OMol25 structures with the same formula, charge and spin: 2.234 eV. The lowest unoccupied orbital energy is -0.041 Eh.

Element x y z (Å)
S (-2.37876, -0.21372, -0.06921)
C (-1.11200, 0.71532, 0.10259)
N (0.16897, 0.22269, 0.01869)
C (0.70679, -1.03515, 0.00655)
N (2.06076, -0.98818, 0.03719)
N (2.37823, 0.34926, -0.10152)
C (1.28020, 1.06626, -0.01853)
H (-0.93354, 1.74852, 0.61235)
H (0.12738, -2.02967, 0.40590)
H (1.36080, 2.13558, -0.13500)

Results of the Löwdin charge analysis, in e, for atoms 1 through 8:
1 S 0.75
2 C -0.70
3 N -0.17
4 C -0.16
5 N 0.02
6 N 0.00
7 C -0.15
8 H 0.12

No. 4
# C3H3N3S2

C3H3N3S2 in the gas phase (the ωB97M-V functional and the def2-TZVPD basis, OMol25).

The SMILES is S=Cn1cn[nH]c1=S. The charge is 0. The calculation puts the HOMO-LUMO gap at 7.7 eV. The calculation puts the electronic energy at -29299.7575 eV. As for the energy above the lowest of the compared OMol25 structures with the same formula, charge and spin: 0.001 eV. The lowest unoccupied orbital energy is -0.038 Eh.

Element x y z (Å)
S (-1.62364, -2.32261, 0.10333)
C (-1.11470, -0.80593, 0.36925)
N (0.05807, -0.26076, -0.13173)
C (1.01582, -0.88385, -0.93459)
N (1.98160, -0.08683, -1.21376)
N (1.65771, 1.07933, -0.58714)
C (0.48955, 1.05097, 0.09554)
S (-0.23523, 2.24931, 0.97554)
H (-1.64727, -0.07848, 0.97015)
H (0.92470, -1.91270, -1.23108)
H (2.23873, 1.87472, -0.65361)

Results of the Löwdin charge analysis, in e, for atoms 1 through 8:
1 S 0.70
2 C -0.64
3 N -0.11
4 C -0.13
5 N 0.09
6 N 0.02
7 C -0.83
8 S 0.61

No. 5
# C3H3N4

A molecular structure, C3H3N4 (the ωB97M-V functional and the def2-TZVPD basis, OMol25).

The charge is +1. The calculation puts the HOMO-LUMO gap (spin up / spin down) at 8.2 / 8.1 eV. The calculation puts the electronic energy at -9107.5662 eV. As for the energy above the lowest of the compared OMol25 structures with the same formula, charge and spin: 2.989 eV. The lowest unoccupied orbital energy (spin up / spin down) is -0.263 / -0.264 Eh.

Element x y z (Å)
C (-2.15398, 0.88514, -0.00801)
C (0.34536, 0.42883, -0.06037)
C (-0.83273, 1.26272, -0.34776)
N (-3.07060, 0.22579, 0.23122)
N (1.44821, 1.40355, -0.04112)
N (0.79238, 2.31786, 0.33318)
N (0.44520, -0.82857, 0.30362)
H (-0.71937, 2.02035, -1.09586)
H (-0.29903, -1.45537, 0.71557)
H (1.28941, -1.33902, 0.68655)

Results of the Löwdin charge analysis, in e, for atoms 1 through 8:
1 C -0.15
2 C -0.25
3 C -0.01
4 N 0.24
5 N 0.11
6 N 0.31
7 N 0.25
8 H 0.12

No. 6
# C3H3N5

C3H3N5 in the gas phase (the ωB97M-V functional and the def2-TZVPD basis, OMol25).

The SMILES is [H]/N=c1\nccnnn1. The charge is 0. The calculation puts the HOMO-LUMO gap at 8.0 eV. The calculation puts the electronic energy at -10604.0785 eV. As for the energy above the lowest of the compared OMol25 structures with the same formula, charge and spin: 4.789 eV. The lowest unoccupied orbital energy is -0.059 Eh.

Element x y z (Å)
H (2.89950, 0.52742, 0.91622)
N (2.37419, -0.36016, 0.50734)
C (1.10988, -0.11288, 0.16939)
N (0.87760, 1.12295, -0.36398)
C (-0.45456, 1.37596, -0.35024)
C (-1.66016, 0.62940, 0.32680)
N (-1.76046, -0.62880, 0.62824)
N (-0.87554, -1.30164, -0.45356)
N (0.29318, -1.06684, -0.59618)
H (-0.72518, 2.36848, -0.62005)
H (-2.50802, 1.39064, 0.77519)

Results of the Löwdin charge analysis, in e, for atoms 1 through 8:
1 H 0.11
2 N 0.13
3 C -0.49
4 N 0.10
5 C -0.06
6 C -0.16
7 N 0.07
8 N 0.02

No. 7
# C3H3N5

C3H3N5 in the gas phase (the ωB97M-V functional and the def2-TZVPD basis, OMol25).

The SMILES is [H]/N=c1\cnncnn1. The charge is 0. The calculation puts the HOMO-LUMO gap at 8.0 eV. The calculation puts the electronic energy at -10604.0748 eV. As for the energy above the lowest of the compared OMol25 structures with the same formula, charge and spin: 4.792 eV. The lowest unoccupied orbital energy is -0.053 Eh.

Element x y z (Å)
H (-2.30611, -1.09784, -0.95079)
N (-2.26858, -0.14339, -0.69857)
C (-1.20481, 0.00605, -0.06401)
C (-0.30816, -1.04913, 0.68129)
N (0.99077, -1.32173, 0.28164)
N (1.57105, -0.65733, -0.52004)
C (1.41292, 0.68278, -0.46165)
N (0.58503, 1.41961, 0.31244)
N (-0.69263, 1.24637, 0.56941)
H (-0.78358, -1.71220, 1.35194)
H (2.39056, 1.16710, -0.94923)

Results of the Löwdin charge analysis, in e, for atoms 1 through 8:
1 H 0.05
2 N 0.18
3 C -0.40
4 C 0.04
5 N -0.01
6 N -0.03
7 C -0.19
8 N 0.00

No. 8
# C3H3NO

A molecular structure, C3H3NO (the ωB97M-V functional and the def2-TZVPD basis, OMol25).

The charge is 0. The calculation puts the HOMO-LUMO gap at 9.1 eV. The calculation puts the electronic energy at -6691.7932 eV. As for the energy above the lowest of the compared OMol25 structures with the same formula, charge and spin: 4.699 eV. The lowest unoccupied orbital energy is -0.041 Eh.

Element x y z (Å)
O (-0.58080, -0.79884, 1.45127)
C (1.13872, 0.71728, 0.39477)
C (0.75266, 0.74409, -0.76218)
N (-0.78738, -0.33887, -0.87649)
C (-0.98702, -0.79195, 0.29864)
H (1.50895, 0.72225, 1.39080)
H (0.85366, 1.08600, -1.76925)
H (-1.89879, -1.33996, -0.12757)

For reference, the Löwdin charges in units of e are:
1 O 0.03
2 C 0.15
3 C -0.04
4 N 0.15
5 C -0.60
6 H 0.06
7 H 0.08
8 H 0.17

No. 9
# C3H3NO

2 unconnected molecules or ions with the total composition C3H3NO (the ωB97M-V functional and the def2-TZVPD basis, OMol25).

The charge is 0. The calculation puts the HOMO-LUMO gap (spin up / spin down) at 8.3 / 8.3 eV. The calculation puts the electronic energy at -6687.0901 eV. As for the energy above the lowest of the compared OMol25 structures with the same formula, charge and spin: 9.402 eV. The lowest unoccupied orbital energy (spin up / spin down) is -0.029 / -0.032 Eh.

Element x y z (Å)
O (-1.12982, 0.98928, -0.88492)
C (-1.29703, -0.21508, -0.59685)
C (1.24680, -1.07914, 1.06218)
C (0.85863, 0.01397, 0.74261)
N (-0.83438, 2.14848, -0.74463)
H (-1.05277, -0.85476, -1.45317)
H (1.58364, -2.04489, 1.36364)
H (0.62495, 1.04214, 0.51114)

For reference, the Löwdin charges in units of e are:
1 O -0.32
2 C 0.07
3 C 0.03
4 C -0.05
5 N 0.16
6 H 0.07
7 H 0.02
8 H 0.01

No. 10
# C3H3NO

C3H3NO in the gas phase (the ωB97M-V functional and the def2-TZVPD basis, OMol25).

The SMILES is N#CCC=O. The charge is 0. The calculation puts the HOMO-LUMO gap at 10.2 eV. The calculation puts the electronic energy at -6693.9765 eV. As for the energy above the lowest of the compared OMol25 structures with the same formula, charge and spin: 2.515 eV. The lowest unoccupied orbital energy is -0.015 Eh.

Element x y z (Å)
N (-2.09379, 0.28975, -0.32113)
C (-1.38843, -0.58091, 0.04291)
C (-0.03595, 0.11733, -0.47921)
C (0.90507, -0.13589, 0.66312)
O (1.94651, -0.71493, 0.51361)
H (0.24451, -0.40684, -1.38930)
H (-0.12136, 1.19736, -0.67719)
H (0.54343, 0.23413, 1.64719)

For reference, the Löwdin charges in units of e are:
1 N 0.17
2 C -0.14
3 C -0.16
4 C -0.30
5 O 0.07
6 H 0.11
7 H 0.11
8 H 0.13

Number 10 is which compound? C3H3NO